(one)
The following is a DFT calculation (ωB97M-V with the def2-TZVPD basis set) of a 2-piece molecular cluster, C2H2OS2 overall.

Values from the calculation:
gap between HOMO and LUMO	7.858	eV
E_LUMO	-1.8472	eV
net charge	0

CARTESIAN COORDINATES (ANGSTROEM)
C1 -0.6820 0.3429 -0.1698
C2 0.2051 -0.8486 -0.3038
H1 1.7032 1.2208 1.0483
H2 -0.7026 -1.6685 -0.7062
O1 1.3155 -1.0405 0.1633
S1 0.3814 1.7598 -0.1151
S2 -2.2205 0.2342 0.0834

(two)
The following is a DFT calculation (ωB97M-V with the def2-TZVPD basis set) of one molecule with the formula C2H2OS2.

Values from the calculation:
gap between HOMO and LUMO (spin up / spin down)	6.271 / 7.348	eV
E_LUMO (spin up / spin down)	-1.5650 / -1.4528	eV
net charge	0

CARTESIAN COORDINATES (ANGSTROEM)
C1 0.6122 -0.7918 0.0104
C2 0.7362 0.5659 -0.0791
O1 3.2498 0.2943 -0.0155
S1 1.9870 -1.7456 -0.0194
S2 2.2463 1.4059 0.0217
H1 -0.2984 -1.1628 0.2339
H2 -0.2215 1.0477 -0.0092

Relative energies, unit kcal/mol: (one) 14.0; (two) 0.0